# 1
Entry from the OMol25 dataset: a 2-piece molecular cluster, C6H7Br2NO2 overall at a distorted geometry (ωB97M-V/def2-TZVPD).

```
18
Properties=species:S:1:pos:R:3:forces:R:3
N 0.2060 -0.7498 1.1179 0.29 0.81 -2.61
H -1.7612 -0.7263 -1.2641 1.53 -0.11 0.20
H 0.1998 -2.3360 -0.2276 0.09 1.40 3.67
C -0.3941 0.0165 0.2340 -1.35 0.54 1.31
H -0.5147 1.1934 2.9167 -1.06 0.71 -1.99
H -1.6803 2.5619 2.5143 -0.02 -0.83 -1.31
C 1.9999 0.0979 -1.4243 1.72 -0.02 -0.94
C 2.2812 -1.0465 -1.7269 -0.80 0.40 1.22
C -0.6598 -0.4304 -1.1220 -1.32 -2.55 -2.28
O 0.7820 -0.3012 2.0857 0.12 -1.41 1.56
H 2.0734 -2.0714 -1.4993 0.66 -0.19 -0.54
O 0.3096 -2.1311 0.8218 0.51 -1.05 -2.20
H 0.1027 -1.2232 -1.5116 -2.09 1.25 0.85
C -1.1512 1.6825 2.0776 1.31 -1.17 0.58
C -1.1310 1.1776 0.7936 0.72 1.34 1.89
Br -2.1487 2.0574 -0.5466 -0.31 0.48 0.13
H -0.5449 0.3368 -1.8829 0.18 0.37 0.30
Br 2.0312 1.8919 -1.3563 -0.18 0.00 0.15
```
Positions in Å, forces in eV/Å.

Output
Relative energy (zero: lowest compared OMol25 entry of this formula, charge and spin) = 251.5 kJ/mol
Maximum force = 3.9 eV Å⁻¹
Total charge = 0
LUMO energy (spin up / spin down) = -0.0002 / -0.0001 hartree
Frontier orbital gap (spin up / spin down) = 8.33 / 8.33 eV
SMILES string = C=C(Br)/C(C)=[N+](\[O-])O.C#CBr
Energy = -5585.79180 Eh

***

# 2
Entry from the OMol25 dataset: a 8-piece molecular cluster, C7H28N15O10 overall at a distorted geometry (ωB97M-V/def2-TZVPD).

```
60
Properties=species:S:1:pos:R:3:forces:R:3
H 15.9049 -17.1520 19.6080 -0.27 -0.54 -0.29
N 20.3793 -13.6618 10.4440 0.68 2.91 2.03
H 15.5134 -12.6736 13.8572 -0.40 -0.54 0.06
H 27.7715 -13.9287 18.5945 0.05 -0.36 0.30
H 16.4972 -14.8040 21.8101 0.42 0.02 -0.32
N 14.6537 -12.5977 13.3326 0.91 -2.86 2.61
N 20.8588 -14.4549 8.4266 1.50 0.65 -2.80
O 15.8926 -23.0620 15.5145 -0.76 -1.35 0.44
O 14.4472 -15.8491 21.9744 0.95 -0.13 -0.66
H 24.8935 -11.3974 14.1842 -0.17 -1.04 0.16
H 23.6737 -14.5254 23.2984 -0.05 0.56 -0.33
N 27.2550 -14.7603 18.8430 -1.06 4.31 0.23
O 19.9530 -14.9801 16.6246 -0.85 2.23 -2.15
H 17.8792 -21.2138 17.0480 0.18 -0.58 0.46
H 21.5006 -13.6903 8.2730 -0.20 -0.30 -0.13
N 27.0185 -16.8504 19.0272 -3.84 -5.90 0.77
C 20.1401 -14.5464 9.5298 -1.40 -3.96 0.27
H 20.7098 -15.1233 7.6842 -0.02 0.23 0.35
C 14.4924 -11.4994 12.6680 2.23 1.48 -1.24
N 16.8010 -21.1544 14.9462 0.80 2.40 -0.56
H 23.0102 -11.2130 16.6817 -0.52 0.78 0.47
N 20.4191 -15.7415 17.4528 -1.90 0.17 -1.28
H 17.4507 -22.8872 17.4714 -0.04 0.49 -0.01
C 24.8235 -14.0034 24.7970 1.45 0.63 -0.93
H 17.3778 -20.4004 15.2908 -0.21 0.31 -1.01
H 25.7933 -12.2506 24.3342 -0.02 -0.38 0.30
H 24.4674 -12.9080 23.2297 -0.84 -0.75 -0.57
H 20.9904 -12.8966 10.1971 -0.30 0.02 0.78
H 17.0773 -15.4589 20.2945 -0.04 -0.02 0.21
H 13.9153 -13.2837 13.2674 0.82 -0.22 0.70
N 23.4242 -10.3073 16.5133 -4.11 0.78 5.12
N 13.3987 -11.6038 11.9312 -2.71 1.62 -2.19
H 14.2785 -17.5236 19.9042 -0.05 0.61 0.84
H 23.7874 -12.1921 15.3830 0.40 -0.11 -0.93
N 17.3492 -22.0608 16.8998 1.43 0.32 2.61
O 24.8071 -15.0093 25.3965 -0.41 -3.73 3.11
N 16.4853 -15.5315 21.1096 2.20 1.47 0.34
O 19.4186 -15.5221 9.7352 -0.49 0.15 -0.25
H 13.1432 -10.8019 11.3730 -0.06 -0.38 0.01
H 26.0323 -16.6333 19.0483 0.22 -0.65 -0.16
H 12.8726 -12.4616 11.8438 0.15 0.50 -0.03
H 16.3409 -21.1514 14.0470 0.12 0.09 0.52
O 25.0693 -9.4124 15.3513 3.27 4.40 -1.20
O 15.3466 -10.6159 12.6214 -0.91 0.42 0.08
C 15.3208 -16.1386 21.1233 -4.33 0.88 3.13
C 24.3344 -10.2805 15.6170 -0.48 -0.58 0.01
C 16.6196 -22.1369 15.8174 -1.47 -1.62 -2.44
H 27.3704 -17.7315 18.6809 -0.48 -0.07 0.44
O 29.0799 -16.0772 18.8813 -0.39 0.17 0.85
O 19.8095 -16.7850 17.6328 -0.45 -2.58 1.23
H 26.3696 -13.1912 25.6463 -0.08 0.42 0.01
H 19.9517 -13.7800 11.3514 0.20 0.27 -0.24
N 15.1212 -17.0802 20.2410 1.21 -2.29 -3.31
H 23.1583 -9.5105 17.0741 0.28 -0.35 -0.07
C 27.8583 -15.9156 19.0242 5.08 2.43 -2.45
H 26.2517 -14.7028 18.7416 0.36 0.07 -0.01
N 24.2766 -11.4038 14.9839 1.25 -3.96 -3.53
O 21.4084 -15.4234 18.0483 3.21 0.23 2.25
N 25.6146 -12.9800 25.0095 3.69 3.13 3.12
N 24.2459 -13.7852 23.6788 -3.76 0.10 -4.72
```
Positions in Å, forces in eV/Å.

Output
Relative energy (zero: lowest compared OMol25 entry of this formula, charge and spin) = 617.2 kJ/mol
Maximum force = 7.1 eV Å⁻¹
Total charge = -1
LUMO energy = 0.0677 hartree
Frontier orbital gap = 6.85 eV
Energy = -1857.34278 Eh

***

# 3
Entry from the OMol25 dataset: an isolated ion of composition C3H11N3 and charge +2 at a distorted geometry (ωB97M-V/def2-TZVPD).

```
17
Properties=species:S:1:pos:R:3:forces:R:3
H 1.4326 -1.9222 -0.1479 0.38 -0.65 0.88
C -0.2154 2.1794 1.3425 0.41 -1.45 -1.50
H 0.2327 -2.6866 -1.3848 1.41 2.14 1.12
H -0.8570 2.8345 1.8086 -1.69 1.72 0.63
H -0.4314 -0.8100 1.4839 -0.16 -0.26 -0.21
C 0.8025 -1.7144 -0.9781 -0.90 -3.22 -1.28
N -0.4860 1.6716 0.1821 3.28 -1.40 3.11
N -1.0378 -0.9229 0.6615 0.06 -1.93 0.91
H -1.3420 1.8915 -0.2660 -1.05 0.35 -0.80
C 0.4609 0.6335 -0.4102 -1.28 0.75 -1.38
H -0.9626 -0.5418 -1.3128 1.97 -1.26 2.00
H 1.4785 0.5063 0.0638 -1.31 0.71 -0.27
H 0.4341 1.0141 -1.4560 1.22 -0.68 0.50
H 0.6443 1.9110 1.9385 0.46 -0.27 -0.38
N -0.2085 -0.7555 -0.5019 -2.67 3.35 -2.83
H 1.5003 -1.3776 -1.7665 -0.92 0.52 0.08
H -1.4452 -1.9107 0.7432 0.78 1.58 -0.59
```
Positions in Å, forces in eV/Å.

Output
Relative energy (zero: lowest compared OMol25 entry of this formula, charge and spin) = 202.5 kJ/mol
Maximum force = 5.1 eV Å⁻¹
Total charge = +2
LUMO energy = -0.3617 hartree
Frontier orbital gap = 10.60 eV
SMILES string = C=[NH+]C[N@@H+](C)N
Energy = -284.40054 Eh